No. 1
DFT (the ωB97M-V functional and the def2-TZVPD basis) results for a molecular structure, C33H47N8O4PS4Ta.

Geometry (Å):
Ta  0.15  0.95  -0.15
C  -0.76  3.96  1.14
C  -1.41  2.87  1.97
N  -1.58  1.59  1.22
C  -2.94  1.47  0.66
C  -3.17  2.49  -0.44
S  -1.82  2.40  -1.66
C  -1.25  4.11  -1.80
C  0.10  4.25  -1.13
N  0.17  3.42  0.10
H  -0.21  4.64  1.79
H  -1.51  4.56  0.64
H  -2.38  3.21  2.32
H  -0.83  2.65  2.86
H  -1.46  0.84  1.93
H  -3.68  1.61  1.45
H  -3.07  0.46  0.29
H  -3.23  3.50  -0.05
H  -4.12  2.28  -0.95
H  -2.01  4.77  -1.39
H  -1.17  4.35  -2.86
H  0.29  5.30  -0.88
H  0.90  3.91  -1.79
H  1.11  3.58  0.44
N  -6.88  -3.07  -1.85
C  -5.61  -2.69  -1.64
C  -4.65  -3.62  -1.19
C  -3.35  -3.24  -0.98
C  -2.97  -1.90  -1.18
C  -3.91  -0.97  -1.66
C  -5.21  -1.35  -1.88
S  -1.34  -1.45  -1.00
O  -0.46  -2.45  -1.53
O  -1.14  -0.10  -1.63
N  -0.92  -0.86  0.46
C  -1.16  -1.58  1.63
N  -1.45  -2.86  1.53
C  -1.67  -3.49  2.69
C  -1.57  -2.85  3.92
C  -1.29  -1.49  3.89
N  -1.10  -0.84  2.73
H  -7.17  -4.02  -1.70
H  -7.57  -2.42  -2.18
H  -4.94  -4.65  -1.03
H  -2.62  -3.96  -0.65
H  -3.60  0.04  -1.90
H  -5.92  -0.64  -2.27
H  -1.92  -4.54  2.63
H  -1.73  -3.37  4.85
H  -1.23  -0.89  4.79
S  1.23  1.33  -2.44
C  0.43  0.66  -3.82
N  0.14  -0.60  -4.02
C  -0.59  -0.90  -5.26
C  -0.23  0.22  -6.23
S  0.09  1.67  -5.16
H  0.24  -1.29  -3.28
H  -1.66  -0.91  -5.03
H  -0.30  -1.88  -5.64
H  -1.04  0.45  -6.92
H  0.68  0.01  -6.79
C  1.24  -4.00  0.19
C  1.83  -2.78  0.90
P  2.16  -1.19  0.02
C  3.65  -0.62  0.95
C  4.63  -1.65  1.51
C  2.79  -1.64  -1.63
C  3.99  -2.59  -1.68
H  1.54  -4.89  0.74
H  1.63  -4.11  -0.83
H  0.16  -3.98  0.14
H  2.83  -3.06  1.22
H  1.29  -2.55  1.82
H  3.30  -0.04  1.80
H  4.16  0.07  0.28
H  4.22  -2.17  2.38
H  5.52  -1.13  1.86
H  4.95  -2.39  0.79
H  3.03  -0.71  -2.14
H  1.94  -2.09  -2.15
H  4.90  -2.09  -1.36
H  4.15  -2.91  -2.71
H  3.85  -3.49  -1.08
O  0.48  1.14  4.05
C  1.27  1.46  3.22
N  1.10  1.34  1.78
C  2.20  1.84  1.21
O  2.21  1.79  -0.06
C  3.15  2.41  2.16
C  4.36  3.06  2.02
C  5.01  3.44  3.19
C  4.45  3.17  4.44
C  3.22  2.52  4.57
C  2.59  2.15  3.41
H  4.79  3.26  1.04
H  5.96  3.95  3.13
H  4.99  3.48  5.33
H  2.79  2.31  5.54

HOMO ... -15.236 eV
HOMO-LUMO gap ... 6.6 eV
Total charge ... +3
Relative energy (zero: lowest compared OMol25 entry of this formula, charge and spin) ... 0.514 eV

No. 2
DFT (the ωB97M-V functional and the def2-TZVPD basis) results for a gas-phase ion, C6H7FN3O (charge +1).

Geometry (Å):
C  0.66  0.82  0.87
C  1.65  -0.01  0.40
C  -2.22  -0.60  -0.16
C  -0.77  1.31  0.84
C  0.57  -0.66  -1.73
C  1.53  -1.01  -0.65
N  0.06  -1.43  -0.70
N  -2.00  0.61  0.26
N  -1.02  -1.39  0.03
O  -1.01  -2.03  1.08
F  2.92  0.25  0.83
H  1.14  1.54  1.57
H  -1.08  1.58  1.88
H  -0.63  2.36  0.47
H  0.15  0.33  -1.76
H  0.59  -1.15  -2.74
H  2.21  -1.87  -0.56
H  -2.73  1.35  0.07

HOMO (spin up / spin down) ... -12.210 / -13.700 eV
HOMO-LUMO gap (spin up / spin down) ... 6.7 / 5.3 eV
Total charge ... +1
Spin multiplicity ... 3

No. 3
DFT (the ωB97M-V functional and the def2-TZVPD basis) results for a single C6H9N molecule.

Geometry (Å):
C  -2.57  -0.44  -0.15
C  -1.14  0.01  -0.13
C  -0.70  1.28  0.16
N  0.68  1.26  0.23
C  1.13  -0.01  -0.05
C  2.57  -0.41  0.10
C  0.03  -0.80  -0.29
H  -3.23  0.37  0.18
H  -2.71  -1.28  0.55
H  -2.91  -0.77  -1.13
H  -1.26  2.19  0.34
H  1.26  2.07  0.33
H  2.89  -0.33  1.15
H  2.68  -1.46  -0.19
H  3.26  0.19  -0.51
H  0.07  -1.85  -0.57

HOMO ... -7.836 eV
HOMO-LUMO gap ... 8.9 eV
Total charge ... 0
Relative energy (zero: lowest compared OMol25 entry of this formula, charge and spin) ... 0.101 eV
Structure (SMILES) ... Cc1c[nH]c(C)c1

No. 4
DFT (the ωB97M-V functional and the def2-TZVPD basis) results for a molecular structure, C33H24Br2F5IrN8O5S.

Geometry (Å):
Ir  0.35  -0.01  0.76
O  -0.38  -1.86  4.45
C  -0.29  -1.57  3.29
O  0.43  -0.59  2.81
C  -1.03  -2.37  2.25
C  -1.90  -3.41  2.64
C  -2.55  -4.09  1.65
C  -2.33  -3.75  0.29
C  -2.97  -4.43  -0.78
C  -2.73  -4.07  -2.07
C  -1.85  -2.99  -2.36
C  -1.24  -2.31  -1.35
C  -1.45  -2.69  0.00
N  -0.83  -2.03  1.02
H  -2.03  -3.60  3.69
H  -3.24  -4.88  1.90
H  -3.64  -5.24  -0.54
H  -3.21  -4.60  -2.88
H  -1.67  -2.73  -3.39
H  -0.57  -1.48  -1.55
Br  2.08  -4.72  -0.29
C  3.13  -3.30  0.34
C  4.47  -3.49  0.72
C  5.21  -2.45  1.21
Br  7.00  -2.76  1.70
C  4.63  -1.17  1.37
C  5.29  -0.03  1.85
C  4.60  1.15  1.99
C  3.23  1.19  1.67
N  2.60  0.14  1.19
C  3.27  -1.02  1.01
C  2.53  -2.05  0.42
O  1.34  -1.81  -0.02
H  4.91  -4.47  0.63
H  6.34  -0.08  2.11
H  5.09  2.04  2.35
H  2.66  2.09  1.82
F  2.64  1.16  -6.21
C  2.20  1.15  -4.95
C  2.73  0.26  -4.03
F  3.70  -0.57  -4.40
C  2.23  0.21  -2.74
F  2.74  -0.68  -1.88
C  1.22  1.07  -2.29
O  0.66  1.02  -1.09
C  0.77  2.00  -3.24
F  -0.18  2.88  -2.86
C  1.22  2.03  -4.54
F  0.69  2.89  -5.41
C  -4.75  0.30  -1.70
N  -3.84  0.32  -0.57
C  -4.18  -0.11  0.77
C  -2.83  -0.11  1.46
O  -2.63  -0.40  2.61
N  -1.89  0.34  0.54
C  -2.54  0.61  -0.62
N  -1.93  1.11  -1.67
H  -5.50  -0.47  -1.53
H  -4.21  0.07  -2.61
H  -5.27  1.26  -1.82
H  -4.65  -1.09  0.78
H  -4.84  0.60  1.27
H  -0.95  1.38  -1.52
H  -2.46  1.52  -2.42
C  -0.18  6.08  -0.17
C  -1.26  5.11  0.35
C  -0.66  3.98  1.10
N  -0.43  2.82  0.63
N  0.13  1.96  1.53
C  0.30  2.47  2.74
N  0.82  1.82  3.78
S  -0.18  4.13  2.80
H  -0.66  6.89  -0.71
H  0.49  5.57  -0.85
H  0.39  6.51  0.65
H  -1.80  4.69  -0.50
H  -1.95  5.65  0.99
H  0.80  0.79  3.73
H  0.78  2.25  4.69

HOMO (spin up / spin down) ... -10.101 / -10.059 eV
HOMO-LUMO gap (spin up / spin down) ... 6.2 / 5.2 eV
Total charge ... +1
Spin multiplicity ... 2
Relative energy (zero: lowest compared OMol25 entry of this formula, charge and spin) ... 0.000 eV

No. 5
DFT (the ωB97M-V functional and the def2-TZVPD basis) results for a molecular structure, C7H10O.

Geometry (Å):
C  -1.66  -0.49  -0.23
C  -0.35  -0.86  -0.74
C  0.88  0.15  -1.11
C  0.47  1.28  -0.17
C  0.54  0.40  0.89
C  1.65  -0.40  0.22
C  -0.73  -0.59  0.83
H  -2.69  0.94  0.81
H  -2.06  -1.49  -0.49
H  -0.15  -1.83  -1.25
H  1.55  0.57  -2.03
H  1.09  2.17  -0.12
H  -0.48  1.69  -0.09
H  0.94  0.75  1.81
H  1.55  -1.48  0.36
H  2.82  -0.06  -0.04
H  -0.89  -1.47  1.63
O  -2.49  0.72  -0.27

HOMO ... -8.921 eV
HOMO-LUMO gap ... 9.7 eV
Total charge ... 0
Relative energy (zero: lowest compared OMol25 entry of this formula, charge and spin) ... 7.208 eV

No. 6
DFT (the ωB97M-V functional and the def2-TZVPD basis) results for a molecular structure, C43H37AsBr2N3O2S2Ti.

Geometry (Å):
Ti  0.11  0.20  0.70
C  4.16  0.22  1.01
N  3.45  -0.64  1.95
C  3.27  -0.07  3.25
C  2.25  1.07  3.25
N  0.84  0.74  2.84
C  0.33  -0.36  3.69
C  0.13  2.01  3.03
C  -0.52  2.33  4.21
C  -1.05  3.61  4.40
C  -0.91  4.56  3.41
C  -0.27  4.23  2.21
C  0.24  2.95  1.99
S  0.97  2.50  0.44
C  3.80  -2.00  1.85
C  4.64  -2.62  2.78
C  5.01  -3.96  2.64
C  4.52  -4.70  1.58
C  3.65  -4.11  0.67
C  3.28  -2.77  0.80
S  2.16  -2.20  -0.45
H  5.12  0.56  1.43
H  3.56  1.09  0.76
H  4.37  -0.32  0.10
H  4.20  0.37  3.65
H  2.95  -0.85  3.94
H  2.59  1.87  2.60
H  2.20  1.46  4.27
H  -0.75  -0.42  3.59
H  0.57  -0.22  4.75
H  0.77  -1.30  3.36
H  -0.62  1.60  5.00
H  -1.56  3.84  5.33
H  -1.30  5.56  3.55
H  -0.19  4.96  1.41
H  5.04  -2.04  3.60
H  5.68  -4.41  3.36
H  4.80  -5.74  1.46
H  3.23  -4.70  -0.14
Br  -4.00  2.65  1.88
C  -3.89  0.85  1.38
C  -5.07  0.06  1.26
C  -5.00  -1.24  0.89
Br  -6.60  -2.22  0.67
C  -3.74  -1.87  0.67
C  -3.54  -3.22  0.32
C  -2.27  -3.67  0.18
C  -1.18  -2.80  0.39
N  -1.31  -1.55  0.69
C  -2.59  -1.07  0.82
C  -2.66  0.32  1.11
O  -1.53  0.96  1.12
H  -6.03  0.52  1.44
H  -4.39  -3.88  0.18
H  -2.08  -4.70  -0.09
H  -0.16  -3.16  0.31
O  1.39  -0.95  0.24
As  -0.43  0.35  -1.91
C  -2.27  0.92  -2.18
C  -3.22  0.01  -2.63
C  -4.57  0.36  -2.64
C  -4.96  1.62  -2.20
C  -4.01  2.53  -1.74
C  -2.67  2.17  -1.71
C  0.62  1.75  -2.74
C  0.10  2.81  -3.46
C  0.96  3.77  -4.00
C  2.33  3.65  -3.83
C  2.85  2.57  -3.12
C  2.00  1.62  -2.58
C  -0.24  -0.99  -3.30
C  -0.46  -2.33  -2.98
C  -0.36  -3.32  -3.95
C  -0.02  -2.97  -5.25
C  0.21  -1.64  -5.57
C  0.10  -0.65  -4.60
H  -2.92  -0.96  -2.99
H  -5.31  -0.35  -2.97
H  -6.01  1.90  -2.20
H  -4.31  3.50  -1.39
H  -1.94  2.84  -1.29
H  -0.96  2.91  -3.60
H  0.55  4.60  -4.55
H  2.99  4.40  -4.25
H  3.92  2.48  -2.99
H  2.41  0.79  -2.01
H  -0.71  -2.60  -1.96
H  -0.53  -4.35  -3.69
H  0.06  -3.74  -6.01
H  0.47  -1.36  -6.59
H  0.29  0.38  -4.87

HOMO (spin up / spin down) ... -6.792 / -7.199 eV
HOMO-LUMO gap (spin up / spin down) ... 6.6 / 6.8 eV
Total charge ... 0
Spin multiplicity ... 2
Relative energy (zero: lowest compared OMol25 entry of this formula, charge and spin) ... 1.235 eV

Number 1: total energy -4015.1380 Eh. Number 2: total energy -571.5564 Eh. Number 3: total energy -288.7783 Eh. Number 4: total energy -8235.8923 Eh. Number 5: total energy -347.6983 Eh. Number 6: total energy -11005.3065 Eh.